1.
15
Properties=species:S:1:pos:R:3 method="wB97M-V/def2-TZVPD" energy_ev=-12904.4300 mol_weight_g_mol=121.092 de_lowest_kcal_mol=35.90 fmax_ev_per_a=2.3 charge=0
O 3.025 -0.318 1.414
C 1.875 0.036 1.336
C 1.344 1.266 0.616
N 0.525 0.625 -0.450
C -0.828 0.565 -0.271
O -1.292 1.675 0.341
O -1.513 -0.289 -0.789
H 1.138 -0.711 1.637
H 0.788 1.904 1.293
H 2.152 1.877 0.220
H 1.005 -0.048 -1.028
H -2.170 1.879 -0.010
H -2.495 -3.435 -1.684
H -1.877 -2.063 -1.158
O -1.677 -2.962 -1.467

2.
16
Properties=species:S:1:pos:R:3 method="wB97M-V/def2-TZVPD" energy_ev=-7392.8253 mol_weight_g_mol=86.134 de_lowest_kcal_mol=44.74 fmax_ev_per_a=0.5 charge=0
O 2.256 0.818 -0.213
C 1.670 -0.278 0.355
C 0.684 -0.969 -0.205
C 0.226 -2.257 0.421
C -2.302 1.936 -0.777
C -1.213 1.601 -0.098
H 2.949 1.122 0.380
H 0.981 -2.565 1.143
H 2.081 -0.602 1.313
H 0.253 -0.619 -1.142
H -0.745 -2.204 0.932
H 0.161 -3.029 -0.352
H -2.242 2.418 -1.751
H -3.293 1.747 -0.373
H -1.246 1.082 0.858
H -0.220 1.799 -0.492

3.
100
Properties=species:S:1:pos:R:3 method="wB97M-V/def2-TZVPD" energy_ev=-232279.5840 mol_weight_g_mol=855.974 fmax_ev_per_a=1.8 charge=0
C 2.167 1.227 3.536
C 2.053 2.701 4.008
C 0.729 3.343 3.540
C -0.270 3.614 4.678
C -0.526 2.451 5.663
C -1.849 1.696 5.428
C -1.740 0.765 4.224
C -3.030 0.005 3.868
C -2.724 -1.104 2.825
C -2.938 -0.559 1.394
C -1.645 0.043 0.823
C -1.032 -0.716 -0.342
C -0.581 -2.133 0.023
Cl -1.769 -3.316 -0.728
N 0.755 -2.558 -0.291
P 1.541 -3.478 0.952
O 0.427 -4.673 1.103
Br 1.159 -2.322 2.849
C 1.611 -1.779 -1.172
Br 3.168 -1.116 -0.018
C 2.262 -2.636 -2.286
C 1.477 -3.859 -2.747
C 2.406 -4.743 -3.581
F 2.817 -4.081 -4.727
C 1.013 -0.482 -1.793
N 2.104 0.364 -2.193
C 2.138 1.540 -1.940
S 2.009 3.060 -1.631
C 0.209 -0.840 -3.144
O -0.673 -1.686 -3.005
O 0.580 -0.217 -4.148
N 0.019 0.196 -0.938
O -0.701 1.134 -1.707
H 1.165 0.840 3.326
H 2.569 0.570 4.308
H 2.738 1.116 2.612
H 2.099 2.679 5.095
H 2.910 3.237 3.603
H 0.990 4.314 3.101
H 0.285 2.776 2.725
H -1.236 3.854 4.219
H 0.030 4.503 5.234
H -0.586 2.873 6.666
H 0.276 1.709 5.672
H -2.691 2.384 5.324
H -2.010 1.068 6.312
H -1.411 1.353 3.360
H -0.940 0.046 4.434
H -3.740 0.728 3.465
H -3.438 -0.412 4.792
H -3.329 -1.988 3.030
H -1.676 -1.373 2.968
H -3.692 0.222 1.428
H -3.348 -1.360 0.775
H -0.911 0.210 1.618
H -1.894 1.027 0.423
H -1.795 -0.799 -1.109
H -0.746 -2.277 1.088
H -0.489 -4.346 1.044
H 3.212 -2.996 -1.886
H 2.531 -1.996 -3.127
H 0.631 -3.610 -3.386
H 1.126 -4.491 -1.931
H 1.862 -5.648 -3.855
H 3.274 -5.037 -2.984
H 0.442 0.685 -0.135
H -0.642 1.980 -1.228
O 1.264 2.562 -4.837
H 1.717 2.185 -5.601
H 1.166 1.808 -4.238
O -4.901 2.276 1.183
H -5.151 3.198 1.065
H -5.526 1.791 0.633
O -1.227 3.334 0.940
H -2.100 3.697 0.751
H -0.612 4.013 0.635
O -1.082 -6.671 -0.559
H -0.357 -6.195 -0.136
H -0.974 -7.577 -0.254
O -0.185 3.545 8.654
H 0.492 4.115 9.033
H -0.074 2.705 9.112
O -1.392 1.220 -5.644
H -0.751 1.921 -5.473
H -1.082 0.482 -5.104
O 2.897 -0.934 -6.027
H 2.175 -0.719 -5.423
H 3.091 -1.861 -5.844
O 2.900 -2.345 -8.951
H 2.829 -3.281 -8.744
H 2.584 -1.897 -8.156
O 4.275 0.825 -8.071
H 4.809 0.634 -8.847
H 3.948 -0.037 -7.783
O 1.094 6.568 -1.366
H 1.808 6.945 -1.891
H 1.211 5.618 -1.446
O -5.236 -3.133 -0.960
H -4.314 -2.924 -1.146
H -5.440 -3.863 -1.553

4.
60
Properties=species:S:1:pos:R:3 method="wB97M-V/def2-TZVPD" energy_ev=-110376.0067 mol_weight_g_mol=632.717 de_lowest_kcal_mol=0.00 fmax_ev_per_a=2.2 s_squared=3.790 charge=0 multiplicity=4
Re -0.195 0.162 -0.329
Si -1.956 -1.379 -0.251
P -0.473 0.129 -2.625
N -1.188 1.642 -0.185
H 1.314 -1.211 0.334
C 0.778 1.075 -3.557
H 0.552 1.041 -4.630
H 1.783 0.683 -3.377
H 0.747 2.115 -3.218
C -0.546 -1.427 -3.598
H -0.665 -1.158 -4.656
H -1.400 -2.036 -3.281
H 0.373 -2.010 -3.478
C -1.986 0.966 -3.237
H -2.009 0.883 -4.331
H -1.959 2.025 -2.954
H -2.879 0.500 -2.812
C -1.609 -3.252 -0.175
H -0.864 -3.509 0.591
H -1.280 -3.633 -1.151
H -2.558 -3.744 0.082
H -2.899 -1.153 0.878
H -2.856 -1.302 -1.440
C -2.050 2.650 -0.013
C -2.439 5.006 0.399
C -1.547 3.969 0.203
C -3.465 2.409 -0.031
C -4.328 3.475 0.160
C -3.820 4.761 0.382
H -2.050 6.011 0.551
H -0.458 4.084 0.200
H -3.802 1.375 -0.189
H -5.403 3.297 0.123
H -4.507 5.594 0.520
C 2.152 -0.952 -0.501
O 1.735 0.308 -0.929
C 3.568 -0.813 0.052
H 4.003 -1.802 0.247
H 3.592 -0.239 0.985
H 4.177 -0.293 -0.702
C 2.040 -2.087 -1.511
H 2.302 -1.768 -2.531
H 1.040 -2.548 -1.483
H 2.748 -2.855 -1.173
C 2.547 1.355 2.704
N 2.326 -0.008 3.147
C 3.265 -0.863 3.714
C 2.638 -2.046 3.943
N 1.323 -1.903 3.520
C 0.299 -2.927 3.568
C 1.143 -0.668 2.981
Se -0.418 0.013 2.243
H 2.864 1.398 1.652
H 3.319 1.809 3.335
H 1.610 1.916 2.796
H 4.275 -0.543 3.908
H 2.990 -2.967 4.371
H 0.397 -3.629 2.728
H 0.395 -3.478 4.509
H -0.686 -2.449 3.519

5.
15
Properties=species:S:1:pos:R:3 method="wB97M-V/def2-TZVPD" energy_ev=-9407.5523 mol_weight_g_mol=100.117 de_lowest_kcal_mol=52.58 fmax_ev_per_a=2.7 charge=0
C -0.376 1.393 1.457
C 0.117 -1.971 -0.406
C 0.954 1.027 -0.667
C 0.102 0.507 0.347
C -0.526 -0.668 -0.057
O 0.507 0.260 -1.896
O 1.902 1.762 -0.686
H -0.384 0.534 -2.167
H -1.571 -0.792 0.251
H -1.354 1.823 1.210
H -0.487 0.851 2.401
H 0.317 2.219 1.632
H -0.427 -2.465 -1.215
H 1.167 -1.855 -0.676
H 0.059 -2.625 0.472

6.
95
Properties=species:S:1:pos:R:3 method="wB97M-V/def2-TZVPD" energy_ev=-165114.2926 mol_weight_g_mol=1057.269 de_lowest_kcal_mol=58.31 fmax_ev_per_a=2.6 s_squared=0.787 charge=-1 multiplicity=2
Rb 0.500 -1.458 -0.820
O 1.944 -0.120 6.831
C 1.634 -1.241 6.455
O 1.563 -2.335 6.992
C 1.217 -1.276 4.908
C 1.043 -2.478 4.256
C 0.646 -2.460 2.911
N 0.470 -1.317 2.269
C 0.669 -0.159 2.875
C 1.026 -0.093 4.225
C 0.451 1.071 2.085
C 0.911 2.324 2.503
C 0.619 3.431 1.727
C -0.080 3.262 0.543
C -0.465 1.973 0.195
N -0.232 0.924 0.955
C 0.384 -3.700 2.151
C 0.697 -4.974 2.635
C 0.424 -6.074 1.841
C -0.147 -5.880 0.595
C -0.406 -4.575 0.196
N -0.159 -3.524 0.949
H 1.211 -3.391 4.800
H 1.150 0.840 4.747
H 1.475 2.443 3.415
H 0.922 4.416 2.050
H -0.308 4.102 -0.095
H -0.987 1.763 -0.727
H 1.172 -5.114 3.593
H 0.666 -7.070 2.186
H -0.362 -6.711 -0.059
H -0.816 -4.365 -0.782
C 3.775 -1.654 -5.511
C 2.464 -2.335 -5.509
N 2.049 -3.135 -6.451
N 0.839 -3.564 -6.043
C 0.496 -3.054 -4.832
S -0.909 -3.363 -4.010
N 1.544 -2.242 -4.502
N 1.663 -1.546 -3.345
H 4.235 -1.803 -6.484
H 4.410 -2.091 -4.741
H 3.674 -0.588 -5.310
H 0.321 -4.242 -6.573
H 2.368 -0.818 -3.402
H 0.768 -1.113 -3.051
F 2.845 -1.932 -0.496
As 3.263 -3.561 -1.061
F 4.847 -3.391 -0.319
F 3.954 -2.859 -2.545
F 3.672 -5.154 -1.709
F 1.670 -3.737 -1.808
F 2.670 -4.304 0.396
S 3.747 5.763 -0.775
C 3.209 4.051 -0.905
C 3.559 3.110 0.049
C 3.183 1.792 -0.180
N 2.489 1.404 -1.233
C 2.130 2.315 -2.119
C 2.483 3.655 -2.016
C 2.803 6.240 0.674
C 3.283 6.039 1.958
C 2.488 6.459 3.016
N 1.318 7.051 2.859
C 0.871 7.239 1.629
C 1.574 6.857 0.497
H 4.136 3.385 0.919
H 3.474 1.007 0.503
H 1.523 1.966 -2.943
H 2.220 4.373 -2.778
H 4.243 5.579 2.133
H 2.811 6.322 4.040
H -0.092 7.725 1.545
H 1.187 7.033 -0.495
N -10.124 2.938 0.970
C -9.204 2.303 0.712
C -8.078 1.510 0.403
C -6.786 2.007 0.587
C -5.692 1.219 0.302
C -5.850 -0.091 -0.162
C -7.149 -0.573 -0.354
C -8.247 0.213 -0.082
N -4.746 -0.896 -0.416
C -4.735 -2.105 -1.080
C -3.449 -2.542 -1.070
N -2.663 -1.649 -0.408
C -3.440 -0.686 -0.037
H -6.652 3.014 0.955
H -4.704 1.626 0.438
H -7.309 -1.577 -0.710
H -9.246 -0.172 -0.236
H -5.607 -2.540 -1.518
H -3.040 -3.434 -1.500
H -3.102 0.160 0.523
F -0.262 0.160 -2.795

7.
13
Properties=species:S:1:pos:R:3 method="wB97M-V/def2-TZVPD" energy_ev=-21775.3072 mol_weight_g_mol=132.550 de_lowest_kcal_mol=95.24 fmax_ev_per_a=5.1 charge=0
C 1.023 -0.074 1.621
C 0.296 -0.048 0.469
C -1.186 -0.019 0.394
C 0.226 0.117 -1.767
H 2.110 0.114 1.734
H -1.760 -0.946 -0.264
H -1.873 0.205 1.220
H 0.420 -0.206 -2.727
H 1.931 -0.563 -0.758
N -0.858 0.846 -1.771
N 0.979 -0.375 -0.754
O -1.492 1.083 -0.482
Cl 0.184 -0.134 3.083

What did the fifth record say?
15
Properties=species:S:1:pos:R:3 method="wB97M-V/def2-TZVPD" energy_ev=-9407.5523 mol_weight_g_mol=100.117 de_lowest_kcal_mol=52.58 fmax_ev_per_a=2.7 charge=0
C -0.376 1.393 1.457
C 0.117 -1.971 -0.406
C 0.954 1.027 -0.667
C 0.102 0.507 0.347
C -0.526 -0.668 -0.057
O 0.507 0.260 -1.896
O 1.902 1.762 -0.686
H -0.384 0.534 -2.167
H -1.571 -0.792 0.251
H -1.354 1.823 1.210
H -0.487 0.851 2.401
H 0.317 2.219 1.632
H -0.427 -2.465 -1.215
H 1.167 -1.855 -0.676
H 0.059 -2.625 0.472